The following is a quantum chemistry calculation of a cluster of 2 separate species, C4H10N2O in total in a non-equilibrium geometry, from the OMol25 dataset.

Each line ends with the Mulliken charge.
Atoms and positions in Å:
O -0.6100 1.9247 0.3360  -0.47
N -0.5901 -0.7254 1.7893  -0.61
N 0.6632 -0.3337 1.3053  0.06
C -1.2991 0.4547 -1.2972  -0.87
C -0.2301 0.8805 -0.4984  -0.13
C 0.7603 0.0045 -0.0149  0.52
C 1.6496 -0.8294 -0.8802  -1.29
H -2.0250 -0.2943 -0.0878  0.03
H -1.4931 -0.6853 0.9247  0.22
H 1.7968 -0.3609 -1.8515  0.37
H 1.2263 -1.8248 -1.0539  0.27
H 2.6138 -0.9830 -0.3852  0.37
H 0.1469 2.1955 0.8685  0.34
H -0.9147 -0.0679 2.5065  0.26
H 1.4265 -0.2195 1.9660  0.26
H -2.0075 1.2055 -1.6205  0.36
H -1.1138 -0.3413 -2.0067  0.31

Computed properties:
net charge = 0
energy above the lowest of the compared OMol25 structures with the same formula, charge and spin = 6.7931 eV
calculated total energy = -9332.19435 eV
frontier orbital gap (alpha / beta) = 7.28 / 7.28 eV
strongest force on any atom = 3.804 eV Å⁻¹
HOMO energy (alpha / beta) = -7.061 / -7.061 eV
molar mass = 102.14 g/mol